Formula: C6H9BrN3O2
Source: the Open Molecules 2025 dataset
Level of theory: ωB97M-V/def2-TZVPD

Calculated values
**Multiplicity**: 1
**Energy above the lowest of the compared OMol25 structures with the same formula, charge and spin**: 1.224 eV
**HOMO energy**: -0.479 Eh
**Net charge**: +1
**SMILES**: CC(=[NH2+])[C@@]1(Br)C(=O)NC(=[NH2+])[C@H]1[O-]

Element x y z (Å)
C: -0.511 -1.145 -2.824
C: -0.436 -0.515 -1.522
N: 0.394 -1.029 -0.655
C: -1.281 0.566 -1.032
Br: -2.248 1.450 -2.553
C: -2.500 0.400 -0.120
O: -3.601 0.159 -0.403
N: -1.982 0.628 1.171
C: -0.806 1.258 1.192
N: 0.016 1.480 2.154
C: -0.163 1.545 -0.183
O: 1.097 1.235 -0.181
H: 0.039 -0.626 -3.565
H: -1.472 -1.077 -3.270
H: -0.219 -2.150 -2.699
H: 0.562 -0.423 0.146
H: 0.867 -1.845 -0.788
H: -2.687 0.649 2.028
H: -0.163 1.341 3.192
H: 1.025 1.867 1.885
H: -0.388 2.564 -0.543

Atomic partial charges in e from the Löwdin method, atoms 1 to 2: C 0.00; C -0.27

---

Formula: C13H18N2O2S
Source: the Open Molecules 2025 dataset
Level of theory: ωB97M-V/def2-TZVPD

Calculated values
**Multiplicity**: 1
**Energy above the lowest of the compared OMol25 structures with the same formula, charge and spin**: 2.251 eV
**HOMO energy**: -0.335 Eh
**Net charge**: 0
**SMILES**: O=S(=O)(NN=C1CCCCCC1)c1ccccc1

Element x y z (Å)
O: 0.102 -0.244 -2.155
S: -1.266 0.163 -2.021
O: -2.060 0.323 -3.205
N: -1.373 1.664 -1.228
N: -0.268 2.282 -0.688
C: 0.475 1.731 0.179
C: 0.285 0.400 0.840
C: 1.442 -0.582 0.630
C: 2.717 -0.160 1.361
C: 3.623 0.799 0.582
C: 2.901 1.902 -0.197
C: 1.701 2.515 0.544
C: -2.141 -0.990 -0.964
C: -3.367 -0.617 -0.449
C: -4.080 -1.526 0.314
C: -3.565 -2.793 0.542
C: -2.338 -3.159 0.010
C: -1.620 -2.252 -0.753
H: -1.809 2.306 -1.880
H: -0.646 -0.048 0.490
H: 0.177 0.589 1.915
H: 1.119 -1.551 1.018
H: 1.627 -0.695 -0.437
H: 3.305 -1.051 1.593
H: 2.440 0.290 2.318
H: 4.317 1.255 1.292
H: 4.219 0.225 -0.130
H: 2.541 1.508 -1.149
H: 3.624 2.687 -0.424
H: 1.871 2.507 1.620
H: 1.555 3.543 0.214
H: -3.741 0.375 -0.648
H: -5.038 -1.249 0.728
H: -4.125 -3.501 1.135
H: -1.944 -4.148 0.185
H: -0.661 -2.497 -1.181

Atomic partial charges in e from the Löwdin method, atoms 1 to 2: O -0.28; S 0.67

---

Formula: C3H9NO
Source: the Open Molecules 2025 dataset
Level of theory: ωB97M-V/def2-TZVPD

Calculated values
**Multiplicity**: 1
**Energy above the lowest of the compared OMol25 structures with the same formula, charge and spin**: 1.567 eV
**HOMO energy**: -0.319 Eh
**Net charge**: 0
**SMILES**: CNCCO

Element x y z (Å)
C: -1.809 -1.618 0.508
N: -1.016 -0.664 -0.235
C: -0.077 0.300 0.426
C: 0.867 0.735 -0.675
O: 2.042 1.362 -0.138
H: -1.464 -1.839 1.528
H: -2.848 -1.289 0.626
H: -1.816 -2.574 -0.014
H: -0.517 -1.166 -0.957
H: 0.402 -0.294 1.208
H: -0.733 1.040 0.881
H: 0.299 1.355 -1.374
H: 1.278 -0.106 -1.231
H: 1.748 1.944 0.566

Atomic partial charges in e from the Löwdin method, atoms 1 to 2: C -0.15; N -0.15

---

Formula: C24H45O12P2
Source: the Open Molecules 2025 dataset
Level of theory: ωB97M-V/def2-TZVPD

Calculated values
**Multiplicity**: 1
**HOMO energy**: -0.447 Eh
**Net charge**: +1

Element x y z (Å)
C: 0.295 1.115 -4.036
C: -0.969 0.626 -4.775
P: -1.239 -1.105 -4.221
C: -0.097 -1.987 -5.377
P: -3.067 -1.496 -5.342
C: -4.570 -0.977 -4.472
C: -5.629 -0.345 -5.394
C: -6.487 0.742 -4.710
C: -7.458 0.110 -3.677
C: -7.242 1.512 -5.799
H: 1.023 0.311 -3.858
H: 0.054 1.536 -3.062
H: 0.823 1.870 -4.625
H: -1.844 1.244 -4.535
H: -0.828 0.653 -5.867
H: 0.193 -2.946 -4.938
H: 0.798 -1.361 -5.477
H: -0.504 -2.156 -6.382
H: -3.113 -2.881 -5.542
H: -3.134 -0.984 -6.648
H: -4.940 -1.894 -3.990
H: -4.272 -0.297 -3.662
H: -6.307 -1.135 -5.748
H: -5.152 0.081 -6.291
H: -5.819 1.448 -4.193
H: -7.224 0.376 -2.639
H: -7.435 -0.989 -3.733
H: -8.490 0.423 -3.886
H: -6.574 2.162 -6.375
H: -7.722 0.816 -6.505
H: -8.034 2.137 -5.368
C: 3.794 3.641 0.564
C: 2.925 2.856 -0.373
C: 2.923 1.353 -0.167
O: 2.683 0.862 -1.499
C: 3.101 1.805 -2.370
O: 3.151 1.639 -3.552
O: 3.411 2.943 -1.739
H: 3.853 4.686 0.261
H: 3.376 3.584 1.567
H: 4.803 3.229 0.597
H: 1.899 3.227 -0.385
H: 2.147 0.988 0.498
H: 3.898 0.991 0.164
C: -4.997 1.399 -0.850
C: -3.917 2.060 -0.032
C: -3.403 3.404 -0.520
O: -2.046 3.392 -0.062
C: -1.650 2.110 0.068
O: -0.532 1.758 0.273
O: -2.706 1.276 -0.073
H: -5.178 0.389 -0.483
H: -5.927 1.965 -0.777
H: -4.706 1.335 -1.901
H: -4.215 2.136 1.017
H: -3.914 4.266 -0.103
H: -3.406 3.460 -1.613
C: 4.123 -2.995 2.732
C: 4.848 -1.678 2.758
C: 5.428 -1.261 4.095
O: 5.369 0.174 4.016
C: 4.382 0.505 3.168
O: 3.960 1.607 3.008
O: 3.932 -0.584 2.507
H: 3.617 -3.131 1.777
H: 4.838 -3.808 2.864
H: 3.392 -3.049 3.538
H: 5.614 -1.629 1.979
H: 6.459 -1.567 4.250
H: 4.811 -1.607 4.920
C: 5.181 -1.860 10.431
C: 4.242 -2.543 9.476
C: 4.167 -4.057 9.562
O: 3.859 -4.426 8.211
C: 4.311 -3.451 7.399
O: 4.369 -3.529 6.212
O: 4.692 -2.374 8.112
H: 5.272 -0.804 10.183
H: 4.794 -1.942 11.447
H: 6.171 -2.314 10.392
H: 3.238 -2.114 9.531
H: 3.392 -4.436 10.221
H: 5.134 -4.491 9.827

Atomic partial charges in e from the Löwdin method, atoms 1 to 2: C -0.16; C -0.48

---

Formula: C16H50O9
Source: the Open Molecules 2025 dataset
Level of theory: ωB97M-V/def2-TZVPD

Calculated values
**Multiplicity**: 1
**Energy above the lowest of the compared OMol25 structures with the same formula, charge and spin**: 0.000 eV
**HOMO energy**: -0.364 Eh
**Net charge**: 0
**SMILES**: CC(C)O.CC(C)O.CC(C)O.CC(C)O.CC(C)O.CO.O.O.O

Element x y z (Å)
C: -25.894 -11.116 -11.200
C: -26.247 -9.814 -10.490
C: -25.815 -10.003 -9.020
O: -25.371 -8.797 -11.051
H: -26.121 -11.143 -12.270
H: -26.428 -11.942 -10.731
H: -24.818 -11.281 -11.123
H: -27.293 -9.552 -10.635
H: -24.821 -10.430 -8.899
H: -26.475 -10.739 -8.551
H: -25.857 -9.045 -8.499
H: -25.365 -8.071 -10.413
C: -24.418 -7.444 -14.078
C: -24.408 -8.978 -14.196
C: -23.875 -9.487 -15.498
O: -23.622 -9.522 -13.108
H: -25.288 -7.031 -14.594
H: -23.536 -6.971 -14.519
H: -24.414 -7.143 -13.032
H: -25.440 -9.293 -13.996
H: -24.292 -8.959 -16.359
H: -24.097 -10.544 -15.629
H: -22.810 -9.281 -15.624
H: -24.115 -9.401 -12.270
C: -21.053 -7.635 -11.297
C: -20.303 -8.406 -12.394
C: -20.057 -9.838 -11.944
O: -21.115 -8.391 -13.563
H: -22.105 -7.873 -11.148
H: -20.899 -6.561 -11.429
H: -20.597 -7.838 -10.318
H: -19.345 -7.916 -12.554
H: -19.668 -10.447 -12.761
H: -21.022 -10.285 -11.683
H: -19.410 -9.840 -11.068
H: -21.981 -8.798 -13.342
C: -25.949 -11.622 -17.836
C: -27.100 -11.055 -17.010
C: -27.951 -10.136 -17.852
O: -27.929 -12.124 -16.510
H: -25.412 -10.756 -18.225
H: -26.362 -12.202 -18.667
H: -25.250 -12.307 -17.356
H: -26.679 -10.580 -16.114
H: -28.535 -9.419 -17.266
H: -28.720 -10.704 -18.393
H: -27.470 -9.596 -18.670
H: -28.847 -11.871 -16.626
C: -28.398 -9.045 -14.172
C: -29.855 -8.666 -13.975
C: -30.142 -7.743 -12.798
O: -30.328 -8.018 -15.164
H: -27.760 -8.185 -14.375
H: -28.455 -9.657 -15.072
H: -28.026 -9.657 -13.348
H: -30.424 -9.588 -13.823
H: -29.514 -6.841 -12.854
H: -29.966 -8.086 -11.774
H: -31.171 -7.375 -12.772
H: -30.174 -7.075 -15.032
C: -23.070 -8.350 -18.996
O: -21.763 -8.741 -19.410
H: -23.436 -7.601 -19.687
H: -23.661 -9.273 -18.975
H: -23.081 -7.983 -17.965
H: -21.504 -9.558 -18.979
O: -20.583 -10.649 -15.171
H: -21.176 -11.237 -14.678
H: -20.679 -9.788 -14.730
O: -22.901 -12.192 -13.902
H: -23.486 -11.482 -13.589
H: -23.459 -12.974 -13.986
O: -26.529 -5.972 -10.960
H: -26.031 -6.702 -11.349
H: -25.998 -5.186 -11.136

Atomic partial charges in e from the Löwdin method, atoms 1 to 2: C -0.06; C -0.41

---

Formula: C9H10N2O
Source: the Open Molecules 2025 dataset
Level of theory: ωB97M-V/def2-TZVPD

Calculated values
**Multiplicity**: 1
**Energy above the lowest of the compared OMol25 structures with the same formula, charge and spin**: 6.913 eV
**HOMO energy (spin up / spin down)**: -0.237 / -0.264 Eh
**Net charge**: 0

Element x y z (Å)
C: 0.448 1.697 -2.421
C: 0.091 1.392 -1.107
C: 0.950 0.626 -3.153
C: 0.920 -0.810 -1.430
C: 0.455 0.198 -0.572
C: -0.123 0.636 2.008
C: 0.127 -0.120 3.089
C: 0.200 -0.140 0.822
C: -2.051 -0.878 0.633
N: 1.230 -0.519 -2.668
N: 0.856 -1.312 1.407
O: 0.585 -1.320 2.764
H: 0.521 2.762 -2.818
H: -0.337 2.092 -0.523
H: 1.402 0.814 -4.100
H: 1.152 -1.786 -0.961
H: -0.582 1.596 2.038
H: -0.039 0.117 4.134
H: -2.526 0.036 0.926
H: -1.941 -1.640 1.385
H: -2.147 -1.207 -0.467
H: 0.809 -2.233 1.012

Atomic partial charges in e from the Löwdin method, atoms 1 to 2: C -0.03; C -0.03

---

Formula: C17H29Cl2HfN9O3S
Source: the Open Molecules 2025 dataset
Level of theory: ωB97M-V/def2-TZVPD

Calculated values
**Multiplicity**: 1
**Energy above the lowest of the compared OMol25 structures with the same formula, charge and spin**: 1.941 eV
**HOMO energy**: -0.720 Eh
**Net charge**: +4

Element x y z (Å)
Hf: -0.290 1.263 -1.111
Cl: 1.436 3.203 -0.582
C: 2.122 3.152 -2.218
Cl: 1.154 2.038 -3.191
H: 3.151 2.778 -2.174
H: 2.087 4.157 -2.654
N: 1.385 0.592 1.758
C: 1.341 -0.804 1.281
C: 2.576 -1.705 1.451
C: 2.555 -2.502 2.767
C: 3.483 -3.726 2.686
N: 3.413 -4.519 3.899
C: 4.409 -5.017 4.647
N: 4.105 -5.854 5.633
N: 5.673 -4.663 4.463
C: 0.904 -0.477 -0.124
O: -0.284 -0.719 -0.475
O: 1.507 0.372 -0.852
H: 2.311 0.981 1.576
H: 1.262 0.624 2.768
H: 0.477 -1.300 1.737
H: 3.495 -1.121 1.372
H: 2.565 -2.418 0.625
H: 1.540 -2.856 2.968
H: 2.856 -1.873 3.605
H: 4.505 -3.397 2.500
H: 3.174 -4.354 1.844
H: 2.496 -4.904 4.087
H: 3.168 -6.192 5.787
H: 4.820 -6.246 6.229
H: 5.952 -4.041 3.724
H: 6.402 -5.031 5.056
N: -3.067 1.298 2.207
C: -1.864 1.758 1.866
N: -1.593 1.372 0.619
C: -2.718 0.646 0.247
N: -3.596 0.605 1.217
C: -2.876 -0.025 -1.047
C: -3.842 -1.024 -1.259
N: -3.879 -1.702 -2.384
C: -3.037 -1.402 -3.349
C: -2.097 -0.374 -3.194
N: -2.004 0.290 -2.036
H: -3.581 1.420 3.078
H: -1.217 2.338 2.506
H: -4.564 -1.298 -0.501
H: -3.103 -2.001 -4.250
H: -1.416 -0.102 -3.999
O: -1.255 2.891 -1.706
S: -2.028 4.230 -2.116
C: -1.732 4.313 -3.924
C: -3.067 4.090 -4.629
C: -3.870 3.136 -3.751
C: -3.760 3.704 -2.345
H: -1.016 3.522 -4.149
H: -1.295 5.280 -4.169
H: -2.905 3.693 -5.632
H: -3.601 5.035 -4.740
H: -3.457 2.122 -3.781
H: -4.913 3.099 -4.066
H: -4.050 3.026 -1.543
H: -4.347 4.620 -2.254

Atomic partial charges in e from the Löwdin method, atoms 1 to 2: Hf 1.46; Cl 0.72

---

Formula: C25H56N3O
Source: the Open Molecules 2025 dataset
Level of theory: ωB97M-V/def2-TZVPD

Calculated values
**Multiplicity**: 1
**Energy above the lowest of the compared OMol25 structures with the same formula, charge and spin**: 0.000 eV
**HOMO energy**: -0.441 Eh
**Net charge**: +1

Element x y z (Å)
C: 1.576 4.005 4.143
C: 0.296 4.022 3.193
C: 0.703 3.380 1.821
O: 1.881 4.037 1.242
N: 2.508 3.217 0.377
C: 2.449 3.139 -0.975
N: 3.253 2.103 -1.426
C: 3.847 1.541 -0.280
C: 4.861 0.369 -0.094
N: 4.262 -0.945 -0.491
C: 3.396 2.241 0.895
H: 2.096 4.998 4.104
H: 1.332 3.677 5.187
H: 2.310 3.253 3.736
H: -0.137 5.049 3.077
H: -0.499 3.363 3.637
H: -0.114 3.439 1.038
H: 0.868 2.279 2.009
H: 1.822 3.826 -1.594
H: 3.402 1.784 -2.382
H: 5.048 0.300 1.019
H: 5.868 0.555 -0.558
H: 4.807 -1.256 -1.303
H: 3.319 -0.738 -0.831
H: 3.612 2.097 1.973
C: 3.495 7.049 2.573
C: 2.805 8.352 2.187
C: 3.414 9.581 2.861
C: 3.324 9.600 4.389
C: 1.910 9.496 4.960
C: 1.009 10.660 4.564
H: 3.399 6.842 3.641
H: 3.046 6.212 2.031
H: 4.558 7.082 2.321
H: 1.736 8.283 2.411
H: 2.883 8.479 1.103
H: 2.933 10.477 2.457
H: 4.469 9.655 2.577
H: 3.785 10.526 4.749
H: 3.929 8.785 4.799
H: 1.980 9.467 6.052
H: 1.443 8.552 4.659
H: 1.435 11.611 4.893
H: 0.027 10.553 5.029
H: 0.860 10.705 3.483
C: 2.222 -4.095 -0.867
C: 1.403 -3.393 -1.943
C: 0.180 -2.659 -1.390
C: -0.864 -3.548 -0.710
C: -1.435 -4.665 -1.583
C: -2.185 -4.155 -2.807
H: 1.648 -4.877 -0.367
H: 3.102 -4.566 -1.312
H: 2.566 -3.383 -0.113
H: 1.103 -4.115 -2.708
H: 2.045 -2.662 -2.448
H: -0.292 -2.101 -2.206
H: 0.516 -1.905 -0.667
H: -1.686 -2.911 -0.366
H: -0.431 -3.992 0.191
H: -2.125 -5.259 -0.975
H: -0.641 -5.349 -1.898
H: -3.012 -3.503 -2.512
H: -2.601 -4.993 -3.369
H: -1.529 -3.598 -3.480
C: -3.337 -8.602 -2.674
C: -4.156 -7.900 -3.750
C: -5.381 -7.170 -3.198
C: -6.424 -8.063 -2.521
C: -6.991 -9.181 -3.396
C: -7.741 -8.670 -4.620
H: -3.911 -9.386 -2.176
H: -2.455 -9.070 -3.117
H: -2.996 -7.890 -1.917
H: -4.453 -8.622 -4.517
H: -3.515 -7.168 -4.252
H: -5.853 -6.612 -4.013
H: -5.049 -6.418 -2.474
H: -7.249 -7.430 -2.177
H: -5.991 -8.508 -1.620
H: -7.681 -9.778 -2.790
H: -6.195 -9.862 -3.711
H: -8.570 -8.021 -4.326
H: -8.155 -9.508 -5.186
H: -7.086 -8.111 -5.291

Atomic partial charges in e from the Löwdin method, atoms 1 to 2: C -0.08; C -0.18